This record from OMol25 describes a structure of composition C10H18AsBiF6NO8PS6. The level of theory is ωB97M-V/def2-TZVPD.

Last column: Mulliken charge in e.
CARTESIAN COORDINATES (ANGSTROEM)
1 Bi -1.346 -2.127 1.339  1.42
2 F 2.871 -6.316 -0.114  -0.26
3 C 1.712 -5.780 0.298  0.68
4 F 1.195 -5.077 -0.711  -0.19
5 F 0.873 -6.783 0.582  -0.24
6 S 1.944 -4.727 1.794  0.88
7 O 0.614 -4.211 2.001  -0.58
8 O 2.484 -5.634 2.764  -0.69
9 N 3.046 -3.700 1.367  -0.60
10 S 2.807 -2.178 0.993  1.14
11 O 4.004 -1.446 1.263  -0.72
12 O 1.548 -1.681 1.477  -0.54
13 C 2.740 -2.213 -0.886  0.65
14 F 3.333 -3.337 -1.349  -0.27
15 F 3.399 -1.190 -1.414  -0.22
16 F 1.486 -2.207 -1.323  -0.22
17 S -3.105 -4.001 2.542  -0.51
18 As -4.033 -3.296 0.715  0.22
19 S -2.242 -3.496 -0.628  -0.39
20 S -3.813 -1.126 1.040  -0.40
21 S -5.832 -4.048 0.015  -0.53
22 C -2.445 2.405 0.687  -1.35
23 C -1.256 2.359 1.637  1.91
24 C -1.562 1.481 2.848  -1.34
25 C -0.900 3.770 2.097  -1.77
26 O -0.052 1.855 1.034  -0.33
27 P 0.153 0.858 -0.224  1.23
28 O 1.606 0.668 -0.371  -0.89
29 O -0.784 -0.322 -0.102  -0.46
30 O -0.464 1.694 -1.474  -0.40
31 C 0.335 2.494 -2.364  1.76
32 C 1.182 3.509 -1.601  -1.43
33 C 1.208 1.592 -3.231  -1.66
34 C -0.691 3.217 -3.230  -1.77
35 H -3.332 2.714 1.246  0.44
36 H -2.642 1.429 0.247  0.27
37 H -2.270 3.115 -0.121  0.17
38 H -2.250 1.989 3.529  0.45
39 H -0.635 1.264 3.380  0.33
40 H -2.031 0.543 2.548  -0.11
41 H -1.763 4.248 2.566  0.40
42 H -0.584 4.370 1.242  0.31
43 H -0.079 3.738 2.816  0.37
44 H 1.802 3.009 -0.859  0.28
45 H 0.544 4.242 -1.101  0.23
46 H 1.835 4.040 -2.299  0.49
47 H 1.997 1.135 -2.636  0.29
48 H 1.645 2.173 -4.048  0.48
49 H 0.595 0.795 -3.656  0.34
50 H -1.368 3.799 -2.602  0.37
51 H -1.284 2.497 -3.796  0.38
52 H -0.192 3.892 -3.929  0.39

Energy: -6828.9426 Ha
Energy above the lowest of the compared OMol25 structures with the same formula, charge and spin: 29.6 kJ/mol
Lowest unoccupied orbital energy: 0.157 Ha
Charge: -2
Gap between HOMO and LUMO: 7.3 eV

***

This record from OMol25 describes a structure of composition C30H35FN4O4Rh at a distorted geometry. The level of theory is ωB97M-V/def2-TZVPD.

Last column: Mulliken spin population.
CARTESIAN COORDINATES (ANGSTROEM)
1 Rh -0.233 1.018 -0.759  2.50
2 C -1.408 6.442 3.373  0.00
3 O -2.440 6.513 2.354  0.00
4 C -2.232 5.643 1.382  -0.01
5 C -2.913 5.873 0.191  0.02
6 C -2.759 5.135 -0.935  -0.01
7 C -1.833 4.062 -0.990  -0.04
8 C -1.559 3.414 -2.269  0.02
9 C -2.057 4.070 -3.472  0.01
10 O -0.839 2.392 -2.425  0.09
11 C -1.220 3.695 0.275  0.01
12 O -0.520 2.599 0.506  0.15
13 C -1.322 4.594 1.350  0.03
14 H -1.569 7.288 3.992  0.00
15 H -0.462 6.580 2.784  0.00
16 H -1.494 5.569 4.041  0.00
17 H -3.659 6.728 0.269  0.00
18 H -3.372 5.390 -1.787  0.00
19 H -3.149 4.126 -3.506  0.00
20 H -1.738 3.589 -4.413  0.00
21 H -1.857 5.115 -3.574  0.00
22 H -0.848 4.286 2.311  0.00
23 F -3.293 -2.650 1.321  0.02
24 C -2.197 -2.072 1.815  0.22
25 C -1.174 -2.958 2.150  -0.07
26 C 0.054 -2.459 2.531  0.19
27 C 0.193 -1.014 2.551  -0.02
28 C 1.427 -0.421 2.744  0.57
29 C -0.873 -0.157 2.161  0.18
30 C -2.073 -0.676 1.843  -0.06
31 H -1.441 -4.016 2.116  0.00
32 H 0.800 -3.137 2.927  -0.01
33 H 2.395 -0.825 3.063  -0.02
34 H 1.514 0.698 2.751  0.02
35 H -0.821 0.893 2.092  -0.01
36 H -2.956 -0.089 1.611  0.01
37 C 2.646 2.513 0.797  0.03
38 C 2.820 1.545 -0.320  -0.01
39 N 1.893 0.931 -0.966  0.08
40 C 2.480 0.314 -2.083  0.02
41 C 3.759 0.556 -2.011  0.01
42 N 4.007 1.285 -0.846  0.00
43 H 3.084 3.488 0.511  0.00
44 H 3.085 2.176 1.756  0.00
45 H 1.598 2.633 0.970  -0.02
46 H 1.923 -0.366 -2.761  0.00
47 H 4.566 0.211 -2.669  0.00
48 H 4.907 1.671 -0.520  0.00
49 C 2.657 -3.279 0.441  -0.02
50 C 2.166 -3.884 -0.894  0.00
51 N 0.959 -4.738 -0.794  0.00
52 C 1.250 -5.988 -0.007  0.00
53 C 0.633 -6.108 1.385  0.00
54 C -0.324 -4.589 -1.204  0.01
55 O -1.189 -5.471 -1.276  0.00
56 C -0.690 -3.190 -1.785  0.00
57 C -1.383 -3.126 -2.978  0.02
58 C -1.818 -1.854 -3.409  0.00
59 C -1.649 -0.781 -2.588  0.04
60 N -1.000 -0.841 -1.443  0.04
61 C -0.494 -2.014 -1.031  0.04
62 H 3.623 -2.831 0.254  0.00
63 H 2.780 -4.086 1.170  0.00
64 H 1.908 -2.645 0.909  0.00
65 H 2.937 -4.529 -1.318  0.00
66 H 1.973 -3.097 -1.651  0.00
67 H 2.372 -6.095 0.047  0.00
68 H 1.021 -6.880 -0.619  0.00
69 H 0.872 -5.271 2.012  0.00
70 H 1.010 -7.075 1.925  0.00
71 H -0.443 -6.189 1.373  0.00
72 H -1.595 -3.977 -3.629  0.00
73 H -2.271 -1.758 -4.383  0.00
74 H -2.131 0.147 -2.693  0.01
75 H -0.016 -2.045 -0.045  -0.01

Energy: -1894.2590 Ha
Energy above the lowest of the compared OMol25 structures with the same formula, charge and spin: 0.0 kJ/mol
Spin multiplicity: 5
Lowest unoccupied orbital energy (alpha / beta): -0.089 / -0.136 Ha
Charge: +1
Gap between HOMO and LUMO (alpha / beta): 7.2 / 7.0 eV

***

> Which of these has the highest energy?

C30H35FN4O4Rh

***

> Number 2 is which compound?

C30H35FN4O4Rh